(1)
C3H6NS | ωB97M-V with the def2-TZVPD basis set

XYZ file:
```
11
C3H6NS, DFT ωB97M-V with the def2-TZVPD basis set
C -0.64277 0.81271 0.69451
C 0.68091 -1.14438 0.08304
C 0.24147 0.84318 -0.46629
N -0.50978 -0.34937 -0.20896
S 1.82198 0.22785 -0.12512
H -0.14965 0.53822 1.63301
H -1.67200 1.30610 0.74072
H 0.62982 -1.65654 1.02272
H 0.84895 -2.00025 -0.60309
H 0.20828 2.05610 -2.47110
H -1.45722 -0.63361 -0.29946
```

The value obtained for the molecular weight is 88.2 g mol⁻¹. Its energy above the lowest of the compared OMol25 structures with the same formula, charge and spin is 525.3 kJ/mol. Its maximum force is 3.7 eV Å⁻¹. Its net charge is +1. For the total energy, the calculation gives -570.3179 hartree.

(2)
C3H6NS2 | ωB97M-V with the def2-TZVPD basis set

XYZ file:
```
12
C3H6NS2, DFT ωB97M-V with the def2-TZVPD basis set
C -0.82561 1.35724 -0.27073
C -1.50586 0.51509 0.47199
C 0.53909 -1.19924 0.48278
N 0.24258 0.86463 -1.05311
S -1.19482 -1.22467 0.18699
S 1.48529 -2.52185 0.16707
H -0.80618 2.42710 -0.06939
H -2.31983 0.69432 1.20418
H 0.95349 -0.48877 1.22501
H 0.09707 0.07027 -1.73827
H 0.88120 1.51687 -1.55112
H 2.45357 -2.01098 0.94460
```

The value obtained for the molecular weight is 120.2 g mol⁻¹. Its energy above the lowest of the compared OMol25 structures with the same formula, charge and spin is 136.4 kJ/mol. Its maximum force is 2.7 eV Å⁻¹. Its net charge is +1. For the total energy, the calculation gives -968.7092 hartree.

> What is the net charge in the second record?

+1